Entry from OMol25: 2 unconnected molecules or ions with the total composition C3H9NOSi in a non-equilibrium geometry (wB97M-V/def2-TZVPD).

Each line ends with the natural charge from an NBO analysis.
Cartesian coordinates (Å):
C 3.368 0.134 0.388  -0.516
C 2.217 -0.168 -0.142  -0.413
C -2.232 -1.482 -0.099  -0.222
N -1.285 1.817 -0.544  -1.279
O -1.698 -0.524 0.674  -0.903
Si -0.632 0.731 0.654  1.708
H 4.316 -0.115 -0.014  0.188
H 3.297 0.698 1.414  0.179
H 2.217 -0.685 -1.004  0.127
H -3.281 -1.359 -0.108  0.184
H -1.835 -2.504 0.119  0.186
H -1.950 -1.511 -1.264  0.143
H -0.799 2.652 -0.690  0.393
H -1.434 1.360 -1.429  0.404
H -0.270 0.954 2.046  -0.179

DFT total energy (eV): -14668.5866
Strongest force on any atom (eV Å⁻¹): 4.95
ΔE to the lowest compared entry with this formula, charge and spin (eV): 3.811
Kohn-Sham gap (alpha / beta) (eV): 7.90 / 7.91